(1)
Formula: C18H32FN4PtSi
Source: the Open Molecules 2025 dataset
Level of theory: wB97M-V/def2-TZVPD

Each line ends with the Löwdin spin population.
Geometry (Å):
H -3.50709 -2.74575 -0.48978  -0.002
H -1.52915 0.97974 4.90623  0.000
N -0.75572 0.06465 1.73255  0.436
C -1.30517 4.97009 -2.66416  -0.001
H 2.53436 1.25317 -1.61891  0.003
H 1.08778 -1.33450 0.56681  0.033
C -3.17592 -2.35693 0.46455  0.006
H 1.88307 2.59751 2.71103  0.010
H -1.08757 5.37210 -1.67639  0.000
F -1.54434 -1.04616 -0.61862  0.077
C -1.97326 3.58355 -2.56432  0.000
H -1.98658 5.64951 -3.16965  0.000
C -3.77603 -2.76592 1.66521  0.226
H 2.12875 0.85478 2.60152  0.001
C 2.78935 -2.36159 -0.30589  0.060
C -1.69489 -0.86965 1.75220  0.112
H -0.01131 -3.23016 -1.94041  0.001
C -1.43886 2.82115 2.28228  0.020
H -2.17934 3.17456 -3.55613  0.000
H 2.31792 -3.89687 -2.35501  0.004
C 3.50861 -0.33454 -3.29841  0.015
H -1.93106 -0.99528 3.90238  0.004
H 3.19760 -3.37282 -0.34511  0.012
C 1.49423 1.67753 2.26640  0.069
H -2.47250 2.56819 2.52260  0.000
C 0.49138 -2.77429 -2.79055  0.066
H 0.10529 0.26010 4.96583  0.000
C -3.30898 -2.28218 2.89809  0.006
Si -0.30068 1.42305 2.79739  0.040
C 2.71544 -0.59428 -2.05482  0.034
N -0.43395 1.94438 -1.27692  0.096
H 2.47741 -2.66643 -3.62788  0.015
H 1.65190 1.81355 1.16897  0.019
C -1.13710 2.64609 -1.85213  0.009
H -2.92774 3.65053 -2.03652  0.000
H 4.17407 -1.16034 -3.54447  -0.001
C -0.48290 1.11736 4.63259  0.004
H -0.38215 4.92374 -3.23891  0.000
Pt 0.39830 0.43116 -0.02959  1.445
C 1.54064 -2.35171 0.59219  0.128
H 1.84237 -2.55105 1.61901  0.006
C -2.29853 -1.36255 2.95425  0.124
C -2.16432 -1.45473 0.53200  0.131
H -0.11443 2.00571 5.15065  0.001
H 4.10798 0.56684 -3.16668  0.001
H 2.84309 -0.15797 -4.14883  0.002
N 2.24901 0.32769 -1.30155  0.129
H 0.19310 -3.30627 -3.69241  0.006
H 0.17600 -1.73366 -2.88119  0.000
H -1.16661 3.72127 2.83708  0.003
H -4.60265 -3.46297 1.63497  0.010
H -3.75504 -2.64393 3.81472  -0.002
C 2.03316 -2.89168 -2.65748  0.063
H 0.79854 -3.08515 0.28456  0.003
H -1.36449 3.03596 1.21428  0.000
N 2.52387 -1.94641 -1.67938  0.570
H 3.54516 -1.69824 0.11175  0.007

Summary:
LUMO (alpha / beta) (eV): -9.266 / -13.091
<S²>: 6.048
Total energy (eV): -38957.7735
HOMO energy (alpha / beta) (eV): -17.25 / -18.40
Energy relative to the best compared isomer or geometry (same formula, charge and spin) (kcal/mol): 14.11
Spin multiplicity: 5
Net charge: +3
HOMO-LUMO gap (alpha / beta) (eV): 7.98 / 5.31



(2)
Formula: C18H32FNO4S2
Source: the Open Molecules 2025 dataset
Level of theory: wB97M-V/def2-TZVPD

Each line ends with the Löwdin charge.
Geometry (Å):
H 1.93927 -1.48197 2.01176  0.112
C -3.11046 -0.18237 -0.05570  -0.280
C 3.90689 -0.80321 -0.02675  -0.221
C 1.71830 2.14195 -0.76525  -0.223
H 3.08752 1.21207 2.47305  0.070
C 3.29121 1.69562 -0.92726  -0.182
N -2.42384 1.98075 -1.58543  0.073
C 1.45958 3.39087 0.26880  -0.220
C -1.41967 -2.22690 0.70055  -0.174
H 3.63885 -0.36452 1.02603  0.077
O -3.75401 -1.08124 -3.63037  -0.326
H 5.08814 -0.67924 -0.14011  0.121
H 1.63411 3.97049 2.52237  0.110
H -0.91895 -2.02495 -0.34209  0.094
H 0.29330 3.48388 0.42185  0.107
C -2.37351 -0.95958 1.21919  -0.106
C -5.79290 0.12043 -0.43291  -0.046
H -1.05011 0.56770 -0.33703  0.151
H 4.35405 -3.10005 0.35270  0.115
H 1.33872 0.95670 1.75276  0.051
C -2.03764 0.65414 -0.96996  -0.230
H -1.72391 -0.12044 1.76276  0.139
H 2.14696 -3.84720 0.81379  0.115
H -5.56961 0.14072 -1.58142  0.087
H 3.93766 -0.13103 -2.23027  0.110
H 3.29512 3.46482 1.72665  0.108
C -0.16241 -2.40951 1.77870  -0.180
H -6.76516 0.72158 -0.12511  0.103
C -2.17141 1.98005 -2.96352  -0.489
C 2.12987 3.20733 1.75530  -0.262
F -4.35982 2.00028 0.73254  -0.087
S -2.55814 2.01328 -4.65365  0.648
H -2.11405 -3.18406 0.70824  0.130
C 3.26602 0.06830 -1.28972  -0.202
H 1.40235 -3.07049 -0.77191  0.114
H 1.07498 1.23643 -0.39312  0.058
H -0.05703 -3.53734 2.07250  0.110
C 2.05236 -2.84710 0.18026  -0.211
H -0.47136 -1.78498 2.73224  0.104
O -3.52091 -1.36355 -0.88154  -0.258
O -1.68005 -0.18450 -2.15977  -0.284
H 3.79227 2.28933 -1.82325  0.118
H 1.80895 4.42025 -0.20701  0.117
C 3.57876 -2.39793 -0.21889  -0.215
H 0.97413 -0.83797 0.43856  0.085
H 1.32184 2.48144 -1.83253  0.124
S -2.80573 -1.45729 -2.46101  0.907
H -4.69642 0.05412 1.56457  0.152
H 3.91259 1.78592 0.07771  0.104
H 2.16686 -0.30575 -1.51936  0.106
H -3.16569 -1.45406 1.96025  0.140
C 2.00902 1.69641 2.38390  -0.144
H 3.70437 -2.64751 -1.37794  0.117
C -4.47362 0.54071 0.49740  -0.191
O -1.98254 -2.78019 -2.69566  -0.314
H 1.61740 1.78034 3.50706  0.085
H -6.01788 -1.01381 -0.15967  0.100
C 1.23539 -1.77724 1.11669  -0.218

Summary:
LUMO (eV): -0.857
Total energy (eV): -53240.6118
SMILES string: CCCCCCCCCCCCC[C@]1([C@H](C)F)OS(=O)(=O)O[C@H]1N=C=S
HOMO energy (eV): -9.70
Net charge: 0
HOMO-LUMO gap (eV): 8.84



(3)
Formula: C18H32N2O2
Source: the Open Molecules 2025 dataset
Level of theory: wB97M-V/def2-TZVPD

Each line ends with the Löwdin charge.
Geometry (Å):
C -2.39394 0.75778 2.61403  -0.328
C -1.49834 -1.09239 4.05840  -0.203
C 0.79776 0.17203 -2.92190  -0.478
H -3.07205 0.99532 -0.53687  0.125
H -1.61593 0.15586 5.80516  0.112
H 5.80099 -1.84435 -2.88654  0.114
H 4.47708 -3.01056 -1.21589  0.120
H -2.96221 2.39205 1.31518  0.129
C 3.97852 -2.23282 -1.79748  -0.204
H -0.59134 -1.59793 4.39708  0.107
H -1.41910 2.61259 2.16828  0.125
C -1.38362 0.41089 -1.75744  -0.123
H 0.68133 2.51697 -1.96800  0.113
H 1.70541 -0.87161 -5.04854  0.128
H -1.68214 -0.54030 -2.20219  0.119
H -4.05364 1.83203 3.48562  0.114
H 3.44918 0.02903 -3.37068  0.106
H 4.64883 -0.51786 -4.54867  0.118
H 0.94486 -1.79438 -2.35734  0.143
H -1.32325 3.03676 -0.85620  0.126
H -2.12059 -1.83042 3.54618  0.113
C -2.05916 0.57591 -0.39307  -0.182
H 1.43581 1.82970 -0.52443  0.117
C 1.72593 -1.65208 -4.28572  -0.115
H 0.43209 -0.26851 -0.84085  0.142
C 4.06964 -0.81306 -3.67737  -0.119
C 0.13564 0.47731 -1.58401  -0.235
H -3.04822 0.04005 2.10901  0.137
O 1.02376 1.01804 -3.76361  0.063
C 4.93876 -1.28899 -2.51584  -0.149
C -1.13795 0.02880 3.08919  -0.170
C -2.03363 1.88096 1.63615  -0.182
H -1.68623 1.20604 -2.44027  0.125
H -4.03854 0.62165 5.65559  0.107
N -1.26742 1.40783 0.50109  -0.180
C 0.50922 1.88115 -1.09759  -0.120
H 3.57901 -2.61730 -4.81340  0.146
C -0.60848 2.47348 -0.23199  -0.183
H -2.51859 2.05421 4.32851  0.121
H 1.18891 -2.53472 -4.64406  0.124
N 1.05689 -1.13990 -3.11559  0.081
H 5.28191 -0.47881 -1.87738  0.112
H -2.16764 -0.40597 0.07731  0.116
H 3.30990 -1.66473 -1.13271  0.114
H -4.18679 -0.50062 4.30114  0.113
C -2.26060 -0.53491 5.25680  -0.213
O 3.23058 -2.87014 -2.81580  -0.110
C -3.14790 1.32008 3.81953  -0.177
C 3.18379 -2.03366 -3.97068  -0.306
H -0.47954 0.74316 3.58825  0.124
H -0.17732 3.17586 0.48406  0.118
H -2.53619 -1.34534 5.93518  0.106
C -3.51271 0.20392 4.79422  -0.205
H -0.60273 -0.36807 2.22613  0.105

Summary:
LUMO (eV): 0.716
Total energy (eV): -26261.4744
SMILES string: O=C(NC[C@H]1CCCO1)C1CCN(CC2CCCCC2)CC1
HOMO energy (eV): -8.42
Energy relative to the best compared isomer or geometry (same formula, charge and spin) (kcal/mol): 2.73
Net charge: 0
HOMO-LUMO gap (eV): 9.14



no.,strongest force on any atom (eV/A)
1,1.3
2,6.9
3,0.6